Entry from the Open Molecules 2025 dataset: C5H10N2O in the gas phase at a distorted geometry (ωB97M-V/def2-TZVPD).

Summary:
- SMILES string = N[C@@H]1[C@@H]2COC[C@H]1N2
- calculated total energy (eV) = -10373.0022

Structure (XYZ):
```
18
C5H10N2O | the Open Molecules 2025 dataset | ωB97M-V/def2-TZVPD
N 0.770 0.812 1.679
C 0.119 -0.403 1.153
C 0.719 -1.029 -0.171
C 1.091 0.079 -1.159
O -0.075 0.575 -1.790
C -1.036 0.921 -0.791
C -1.140 -0.252 0.233
N -0.712 -1.462 -0.415
H 1.212 0.607 2.554
H 0.083 1.513 1.815
H -0.033 -1.217 1.818
H 1.540 -1.724 -0.135
H 1.637 0.840 -0.587
H 1.621 -0.346 -2.001
H -1.974 0.992 -1.283
H -0.712 1.828 -0.197
H -2.138 -0.298 0.670
H -0.973 -1.434 -1.393
```

Charges computed using Löwdin, reported in e: number 1, N, carries 0.063; number 2, C, carries -0.249; number 3, C, carries -0.205; number 4, C, carries -0.175; number 5, O, carries -0.141; number 6, C, carries -0.139; number 7, C, carries -0.275; number 8, N, carries 0.035; number 9, H, carries 0.066; number 10, H, carries 0.051; number 11, H, carries 0.123; number 12, H, carries 0.126; number 13, H, carries 0.117; number 14, H, carries 0.122; number 15, H, carries 0.110; number 16, H, carries 0.130; number 17, H, carries 0.134; number 18, H, carries 0.107